This record from the OMol25 dataset describes a molecular structure, C21H36P2SeV. The level of theory is the ωB97M-V functional and the def2-TZVPD basis.

Cartesian coordinates (Å):
1 P 2.84 -0.11 -0.27
2 P 0.05 -0.03 -2.87
3 C 2.69 -0.68 -2.02
4 C 1.87 0.21 -2.96
5 H 2.33 -1.72 -2.04
6 H 3.72 -0.72 -2.42
7 H 2.13 1.28 -2.87
8 H 2.11 -0.04 -4.01
9 C -0.12 -1.44 -4.09
10 H -1.16 -1.79 -4.16
11 H 0.52 -2.29 -3.79
12 H 0.20 -1.11 -5.09
13 C -0.69 1.20 -4.07
14 H -0.26 1.01 -5.06
15 H -0.49 2.24 -3.81
16 H -1.78 1.06 -4.14
17 C 3.49 -1.40 0.79
18 H 3.41 -1.11 1.85
19 H 4.56 -1.54 0.55
20 H 2.99 -2.36 0.64
21 C 4.23 1.05 -0.49
22 H 3.95 1.89 -1.14
23 H 5.07 0.51 -0.96
24 H 4.56 1.45 0.47
25 V -1.88 -0.74 3.19
26 C -1.42 -0.10 -1.75
27 C -0.40 -1.17 -1.57
28 C 0.25 -1.29 -0.18
29 C 0.53 -0.02 0.65
30 C 1.51 1.02 -0.03
31 C 0.90 1.80 -1.11
32 C -0.50 2.24 -1.00
33 C -1.63 1.18 -0.97
34 C -0.54 1.01 3.45
35 H -2.34 -0.42 -2.27
36 H -0.67 -2.16 -1.92
37 H 1.14 -1.94 -0.26
38 H -0.43 -1.92 0.42
39 H -0.39 0.49 0.95
40 H 0.98 -0.37 1.60
41 H 1.86 1.69 0.78
42 H 1.56 2.61 -1.47
43 H -0.67 2.90 -1.87
44 H -0.61 2.91 -0.13
45 H -1.92 0.99 0.07
46 H -2.51 1.69 -1.41
47 H -1.07 1.90 3.84
48 H 0.33 1.30 2.85
49 H -0.20 0.41 4.32
50 Se -2.99 -1.63 0.94
51 C -3.71 -1.21 2.64
52 C -3.40 -2.16 3.64
53 C -2.85 -1.73 4.82
54 C -2.72 -0.37 5.07
55 C -3.24 0.56 4.18
56 C -3.75 0.16 2.97
57 H -3.44 -3.22 3.38
58 H -2.51 -2.47 5.55
59 H -2.24 -0.04 5.99
60 H -3.17 1.62 4.40
61 H -4.07 0.88 2.23

Summary:
Orbital gap (alpha / beta) in eV: 5.070 / 3.609
E_HOMO (alpha / beta) in eV: -5.4 / -4.7
2S+1: 4
<S²>: 3.829
Relative energy (zero: lowest compared OMol25 entry of this formula, charge and spin) in kJ/mol: 636.5

Löwdin atomic charge list, values in e, 6 entries: number 1, P, carries 0.95; number 2, P, carries 0.75; number 3, C, carries -0.27; number 4, C, carries -0.29; number 5, H, carries 0.09; number 6, H, carries 0.09

This record from the OMol25 dataset describes 4 unconnected molecules or ions with the total composition C5H9N3. The level of theory is the ωB97M-V functional and the def2-TZVPD basis.

Cartesian coordinates (Å):
1 C -1.69 0.84 -0.02
2 C -0.55 -0.64 1.49
3 C 0.63 -1.30 1.64
4 C 1.54 -0.93 0.59
5 C 0.86 -0.11 -0.45
6 H -2.52 0.92 -1.27
7 H -1.03 2.28 -0.03
8 H -2.57 0.15 1.37
9 H -1.37 -0.15 2.35
10 H 1.13 -1.78 2.56
11 H 2.24 -1.53 -0.12
12 H 2.26 -0.32 1.04
13 H 0.71 0.92 -3.17
14 H -0.59 0.66 -2.34
15 N -0.56 -0.23 0.13
16 N 1.21 0.23 -1.57
17 N 0.29 1.00 -2.21

Summary:
Orbital gap in eV: 7.531
E_HOMO in eV: -7.7
Relative energy (zero: lowest compared OMol25 entry of this formula, charge and spin) in kJ/mol: 1100.6

Löwdin atomic charge list, values in e, 6 entries: number 1, C, carries -0.14; number 2, C, carries -0.19; number 3, C, carries -0.12; number 4, C, carries -0.18; number 5, C, carries -0.30; number 6, H, carries 0.13

This record from the OMol25 dataset describes C7H10N2O2 in the gas phase. The level of theory is the ωB97M-V functional and the def2-TZVPD basis.

Cartesian coordinates (Å):
1 C 1.70 0.84 0.94
2 C 1.21 -1.14 -0.44
3 C -0.58 0.22 0.56
4 C -1.04 -1.23 0.38
5 C 0.80 0.43 -0.05
6 C -1.59 1.17 -0.05
7 C 1.02 1.09 -1.39
8 N 2.38 1.18 1.79
9 N 0.10 -1.87 -0.19
10 O 2.23 -1.58 -0.83
11 O -1.22 -1.78 1.69
12 H -0.48 0.32 1.80
13 H -1.96 -1.46 -0.22
14 H -2.61 0.98 0.30
15 H -1.61 1.24 -1.08
16 H -1.38 2.20 0.25
17 H 0.64 0.51 -2.20
18 H 2.18 1.07 -1.56
19 H 0.79 2.08 -1.34
20 H -0.10 -2.82 -0.58
21 H -0.50 -1.45 2.24

Summary:
Orbital gap in eV: 10.605
SMILES string: C[C@H]1[C@H](O)NC(=O)[C@]1(C)C#N
E_HOMO in eV: -10.1
Relative energy (zero: lowest compared OMol25 entry of this formula, charge and spin) in kJ/mol: 177.9

Löwdin atomic charge list, values in e, 6 entries: number 1, C, carries -0.21; number 2, C, carries -0.43; number 3, C, carries -0.24; number 4, C, carries -0.34; number 5, C, carries -0.36; number 6, C, carries -0.05

This record from the OMol25 dataset describes 2 unconnected molecules or ions with the total composition C5H13N. The level of theory is the ωB97M-V functional and the def2-TZVPD basis.

Cartesian coordinates (Å):
1 C -2.76 -0.52 0.09
2 N -1.93 0.70 0.22
3 C 0.66 0.97 0.71
4 C 1.89 0.17 0.62
5 C 0.94 0.98 -0.81
6 C 1.68 -1.40 0.31
7 H -2.85 -0.91 -0.96
8 H -2.64 -1.30 0.82
9 H -3.82 -0.32 0.29
10 H -1.77 1.00 -0.77
11 H 0.75 1.79 1.54
12 H -0.80 0.53 0.46
13 H 2.87 0.63 0.51
14 H 1.83 1.68 -1.17
15 H 1.21 0.08 -1.43
16 H 0.03 1.35 -1.37
17 H 2.51 -1.94 -0.31
18 H 1.57 -1.89 1.34
19 H 0.64 -1.59 -0.08

Summary:
Total charge: -1
Orbital gap (alpha / beta) in eV: 5.220 / 6.157
E_HOMO (alpha / beta) in eV: -0.9 / -1.8
2S+1: 2
<S²>: 0.755
Relative energy (zero: lowest compared OMol25 entry of this formula, charge and spin) in kJ/mol: 490.8

Löwdin atomic charge list, values in e, 6 entries: number 1, C, carries -0.28; number 2, N, carries -0.15; number 3, C, carries -0.32; number 4, C, carries -0.36; number 5, C, carries -0.30; number 6, C, carries -0.17

This record from the OMol25 dataset describes C5H6O in the gas phase. The level of theory is the ωB97M-V functional and the def2-TZVPD basis.

Cartesian coordinates (Å):
1 C -0.57 -1.18 -2.36
2 C -0.01 -0.69 -1.42
3 C 0.70 -0.02 -0.31
4 C -0.23 0.92 0.44
5 C -0.78 0.58 1.60
6 O 1.25 -1.00 0.54
7 H -1.07 -1.62 -3.20
8 H 1.50 0.58 -0.77
9 H 1.58 -0.51 1.31
10 H -0.40 1.89 -0.01
11 H -0.62 -0.41 2.02
12 H -1.42 1.26 2.15

Summary:
Orbital gap in eV: 10.932
SMILES string: C#C[C@H](O)C=C
E_HOMO in eV: -10.0
Relative energy (zero: lowest compared OMol25 entry of this formula, charge and spin) in kJ/mol: 247.6

Löwdin atomic charge list, values in e, 6 entries: number 1, C, carries 0.13; number 2, C, carries -0.07; number 3, C, carries -0.42; number 4, C, carries -0.12; number 5, C, carries 0.02; number 6, O, carries -0.04

This record from the OMol25 dataset describes a molecular structure, C24H36N2SiTi. The level of theory is the ωB97M-V functional and the def2-TZVPD basis.

Cartesian coordinates (Å):
1 C 1.13 1.88 2.65
2 C 1.34 2.42 1.31
3 C 0.06 2.91 0.83
4 H 2.29 2.33 0.74
5 C -0.94 2.69 1.82
6 C -0.30 2.07 2.96
7 H -0.73 2.02 3.97
8 H 1.89 1.48 3.35
9 H -0.15 3.37 -0.15
10 H -2.02 2.87 1.73
11 Ti 0.30 0.58 1.29
12 C -2.93 -1.14 0.61
13 H -3.10 -0.17 1.10
14 H -3.58 -1.97 0.97
15 H -2.92 -0.89 -0.54
16 Si -0.01 0.84 -1.28
17 C 1.11 -0.21 -2.54
18 C 2.27 0.46 -2.94
19 H 2.48 1.44 -2.50
20 C 3.17 -0.06 -3.87
21 H 4.00 0.56 -4.18
22 C 2.95 -1.34 -4.40
23 H 3.64 -1.71 -5.17
24 C 1.82 -2.08 -4.00
25 H 1.65 -3.08 -4.46
26 C 0.90 -1.52 -3.07
27 H 0.05 -2.14 -2.74
28 C -1.51 1.10 -2.57
29 C -1.20 0.99 -3.94
30 H -0.22 0.62 -4.23
31 C -2.07 1.40 -4.95
32 H -1.73 1.39 -5.98
33 C -3.37 1.81 -4.61
34 H -4.04 2.17 -5.39
35 C -3.75 1.83 -3.25
36 H -4.77 2.11 -3.00
37 C -2.81 1.52 -2.23
38 H -3.09 1.63 -1.16
39 H 0.66 2.16 -1.60
40 H -1.93 -1.56 0.87
41 C 2.86 -0.59 1.86
42 N 1.57 -1.10 1.35
43 C 1.86 -1.74 0.06
44 C 1.07 -2.17 2.29
45 C -0.38 -2.00 2.72
46 N -0.60 -0.63 3.23
47 C -2.01 -0.41 3.65
48 C 0.25 -0.41 4.40
49 H 3.67 -1.30 1.61
50 H 2.84 -0.53 2.95
51 H 3.06 0.40 1.42
52 H 2.53 -2.59 0.29
53 H 0.97 -2.10 -0.45
54 H 2.37 -1.11 -0.66
55 H 1.14 -3.13 1.75
56 H 1.71 -2.24 3.18
57 H -1.12 -2.21 1.95
58 H -0.58 -2.73 3.53
59 H -2.26 -1.13 4.43
60 H -2.17 0.60 4.06
61 H -2.73 -0.55 2.84
62 H 0.00 -1.18 5.13
63 H 1.30 -0.51 4.13
64 H 0.11 0.57 4.85

Summary:
Orbital gap (alpha / beta) in eV: 6.172 / 7.401
E_HOMO (alpha / beta) in eV: -6.0 / -7.2
2S+1: 3
<S²>: 2.008
Relative energy (zero: lowest compared OMol25 entry of this formula, charge and spin) in kJ/mol: 88.3

Löwdin atomic charge list, values in e, 6 entries: number 1, C, carries -0.26; number 2, C, carries -0.25; number 3, C, carries -0.23; number 4, H, carries 0.11; number 5, C, carries -0.13; number 6, C, carries -0.19

This record from the OMol25 dataset describes a molecular structure, C34H36BIrN6OS. The level of theory is the ωB97M-V functional and the def2-TZVPD basis.

Cartesian coordinates (Å):
1 Ir 8.82 11.84 10.58
2 C 7.96 9.10 5.79
3 C 8.06 9.40 7.26
4 C 7.36 8.67 8.23
5 C 7.58 9.38 9.45
6 N 8.56 10.26 9.28
7 N 8.72 10.44 7.85
8 B 9.30 11.84 7.45
9 N 8.28 12.90 7.83
10 N 7.96 12.90 9.18
11 C 7.48 14.13 9.44
12 C 7.37 14.93 8.27
13 C 7.92 14.08 7.25
14 C 8.18 14.27 5.81
15 C 6.89 14.55 10.80
16 C 5.98 15.61 10.85
17 C 5.35 15.82 12.05
18 C 5.82 15.15 13.22
19 C 6.73 14.11 13.16
20 C 7.30 13.86 11.90
21 N 10.54 12.11 8.35
22 N 10.45 12.73 9.58
23 C 11.77 12.96 10.03
24 C 12.59 12.19 9.24
25 C 11.81 11.59 8.23
26 C 12.02 10.46 7.32
27 C 12.09 13.81 11.13
28 C 11.06 14.66 11.59
29 C 11.29 15.28 12.79
30 C 12.38 14.95 13.58
31 C 13.44 14.31 13.00
32 C 13.34 13.73 11.75
33 C 6.65 9.28 10.62
34 C 5.93 8.07 10.70
35 C 5.19 7.82 11.81
36 C 5.06 8.80 12.81
37 C 5.75 10.00 12.71
38 C 6.67 10.20 11.64
39 H 8.99 8.99 5.46
40 H 7.57 9.97 5.27
41 H 7.34 8.20 5.60
42 H 6.72 7.85 8.16
43 H 9.71 11.94 6.35
44 H 7.17 16.03 8.19
45 H 8.26 13.23 5.39
46 H 9.05 14.86 5.54
47 H 7.32 14.76 5.35
48 H 5.69 16.18 9.95
49 H 4.61 16.57 12.04
50 H 5.46 15.41 14.20
51 H 7.07 13.54 14.00
52 H 8.04 13.10 11.81
53 H 13.69 11.99 9.42
54 H 13.04 10.06 7.40
55 H 11.78 10.82 6.28
56 H 11.27 9.64 7.42
57 H 10.03 14.62 11.13
58 H 10.57 16.04 13.12
59 H 12.46 15.30 14.60
60 H 14.42 14.12 13.54
61 H 14.13 13.16 11.24
62 H 6.06 7.33 9.91
63 H 4.71 6.86 11.96
64 H 4.44 8.58 13.64
65 H 5.75 10.71 13.47
66 H 7.39 11.09 11.61
67 O 9.76 10.70 12.00
68 S 10.66 11.04 13.36
69 C 9.81 10.10 14.70
70 C 10.80 8.94 15.01
71 C 11.41 8.38 13.76
72 C 11.85 9.66 13.01
73 H 8.75 9.84 14.36
74 H 9.83 10.79 15.54
75 H 10.26 8.22 15.61
76 H 11.60 9.32 15.71
77 H 10.77 7.67 13.18
78 H 12.34 7.80 14.02
79 H 11.86 9.56 11.94
80 H 12.87 9.96 13.29

Summary:
Total charge: +2
Orbital gap (alpha / beta) in eV: 7.526 / 5.403
E_HOMO (alpha / beta) in eV: -12.7 / -13.5
2S+1: 5
<S²>: 6.018
Relative energy (zero: lowest compared OMol25 entry of this formula, charge and spin) in kJ/mol: 105.9

Löwdin atomic charge list, values in e, 6 entries: number 1, Ir, carries 1.53; number 2, C, carries 0.02; number 3, C, carries -0.21; number 4, C, carries 0.07; number 5, C, carries -0.21; number 6, N, carries -0.04

This record from the OMol25 dataset describes C2H3N3S3 in the gas phase. The level of theory is the ωB97M-V functional and the def2-TZVPD basis.

Cartesian coordinates (Å):
1 C -0.12 -1.14 1.24
2 C 0.52 0.81 -0.54
3 N 1.24 -0.74 1.02
4 N 1.45 0.14 0.21
5 N -0.96 -0.57 0.42
6 S -0.37 -2.37 2.37
7 S 0.11 0.54 -2.13
8 S 0.25 2.49 -0.05
9 H -1.87 -0.91 0.24
10 H 0.58 -0.72 -2.02
11 H -0.84 2.46 -0.75

Summary:
Orbital gap (alpha / beta) in eV: 6.632 / 6.631
E_HOMO (alpha / beta) in eV: -7.9 / -7.9
Relative energy (zero: lowest compared OMol25 entry of this formula, charge and spin) in kJ/mol: 242.4

Löwdin atomic charge list, values in e, 6 entries: number 1, C, carries -1.02; number 2, C, carries -1.10; number 3, N, carries 0.06; number 4, N, carries -0.03; number 5, N, carries 0.04; number 6, S, carries 0.53

This record from the OMol25 dataset describes 4 unconnected molecules or ions with the total composition C34H75BNO5S2. The level of theory is the ωB97M-V functional and the def2-TZVPD basis.

Cartesian coordinates (Å):
1 C -5.49 0.51 -1.27
2 C -4.87 1.51 -2.26
3 C -4.25 2.71 -1.53
4 C -3.69 3.77 -2.50
5 C -2.17 4.02 -2.39
6 C -1.30 2.77 -2.38
7 C -1.36 2.02 -3.71
8 C -0.70 0.61 -3.72
9 C -0.40 -0.01 -2.36
10 C 0.31 -1.37 -2.50
11 C -0.37 -2.50 -1.73
12 C 0.01 -2.58 -0.24
13 C 0.96 -3.73 0.09
14 C 2.34 -3.62 -0.59
15 C 3.48 -4.08 0.35
16 C 4.09 -2.85 1.02
17 O 3.13 -2.16 1.77
18 B 3.10 -2.86 3.11
19 O 4.40 -3.62 3.15
20 C 5.16 -3.18 2.06
21 C 6.18 -2.06 2.32
22 C 5.78 -0.63 1.92
23 C 5.74 0.42 3.02
24 S 4.27 0.30 4.03
25 C 3.10 1.24 3.19
26 S 3.42 2.36 2.03
27 N 1.79 0.89 3.63
28 C 0.99 0.45 2.47
29 C -0.21 -0.40 2.84
30 C 1.21 2.04 4.36
31 C 0.14 1.62 5.38
32 H -6.55 0.37 -1.49
33 H -5.02 -0.47 -1.30
34 H -5.41 0.92 -0.26
35 H -5.62 1.85 -2.97
36 H -4.07 1.06 -2.84
37 H -5.05 3.15 -0.93
38 H -3.50 2.34 -0.84
39 H -4.19 4.72 -2.28
40 H -3.94 3.52 -3.52
41 H -1.88 4.62 -3.26
42 H -1.98 4.64 -1.51
43 H -1.57 2.15 -1.52
44 H -0.27 3.09 -2.21
45 H -0.82 2.63 -4.42
46 H -2.39 1.94 -4.04
47 H -1.39 -0.08 -4.22
48 H 0.23 0.65 -4.29
49 H -1.34 -0.20 -1.84
50 H 0.19 0.66 -1.73
51 H 1.37 -1.29 -2.23
52 H 0.28 -1.64 -3.56
53 H -0.12 -3.46 -2.20
54 H -1.45 -2.37 -1.84
55 H -0.90 -2.76 0.34
56 H 0.43 -1.63 0.12
57 H 1.07 -3.82 1.16
58 H 0.48 -4.65 -0.27
59 H 2.55 -2.60 -0.88
60 H 2.36 -4.25 -1.48
61 H 4.24 -4.65 -0.19
62 H 3.05 -4.73 1.11
63 H 4.54 -2.24 0.22
64 H 3.00 -2.11 4.08
65 H 2.12 -3.65 3.12
66 H 5.73 -4.05 1.70
67 H 6.46 -2.09 3.38
68 H 7.09 -2.32 1.77
69 H 6.54 -0.25 1.23
70 H 4.84 -0.61 1.37
71 H 5.82 1.42 2.58
72 H 6.59 0.32 3.70
73 H 1.65 -0.17 1.86
74 H 0.67 1.31 1.87
75 H 0.08 -1.37 3.24
76 H -0.78 -0.58 1.92
77 H -0.89 0.09 3.53
78 H 0.80 2.75 3.64
79 H 2.02 2.52 4.90
80 H 0.01 0.54 5.40
81 H -0.83 2.04 5.11
82 H 0.37 1.97 6.38
83 C 4.05 -6.42 5.81
84 C 3.78 -5.48 6.97
85 C 2.43 -4.79 6.81
86 O 4.82 -4.51 7.05
87 H 4.07 -5.86 4.87
88 H 5.02 -6.91 5.92
89 H 3.28 -7.19 5.72
90 H 3.81 -6.03 7.91
91 H 2.42 -4.20 5.89
92 H 2.25 -4.11 7.64
93 H 1.62 -5.51 6.77
94 H 4.82 -4.01 6.22
95 C -9.85 1.89 -2.88
96 C -9.60 2.42 -1.47
97 C -10.64 3.44 -1.06
98 O -8.29 2.98 -1.39
99 H -9.80 2.71 -3.60
100 H -9.10 1.16 -3.15
101 H -10.84 1.42 -2.95
102 H -9.61 1.59 -0.77
103 H -10.62 4.30 -1.74
104 H -10.45 3.81 -0.06
105 H -11.65 3.02 -1.09
106 H -8.24 3.72 -2.00
107 C 2.26 4.43 -7.95
108 C 1.81 4.25 -6.51
109 C 2.94 3.74 -5.63
110 O 0.70 3.35 -6.44
111 H 2.59 3.48 -8.37
112 H 1.43 4.80 -8.56
113 H 3.08 5.14 -8.02
114 H 1.44 5.20 -6.12
115 H 3.29 2.77 -5.98
116 H 2.60 3.62 -4.60
117 H 3.78 4.44 -5.63
118 H 0.98 2.50 -6.78

Summary:
Total charge: -1
Orbital gap in eV: 6.238
E_HOMO in eV: -4.2

Löwdin atomic charge list, values in e, 6 entries: number 1, C, carries -0.10; number 2, C, carries -0.26; number 3, C, carries -0.22; number 4, C, carries -0.21; number 5, C, carries -0.21; number 6, C, carries -0.22

Let's list E_tot in order: -131961.54222; -9790.05947; -14495.21347; -6879.43426; -7326.71823; -59441.00540; -61162.07083; -39094.38983; -70550.99409 eV.